Density functional theory data (ωB97M-V/def2-TZVPD) for C28H31OPSe2Tl as an isolated structure.

## Properties
E_HOMO = -0.40278 Eh
Frontier orbital gap = 0.3183 Ha
Total charge = +1

Atoms and positions in Å:
Tl 1.048077 -0.697587 2.102050
C -1.288073 -2.673338 2.991174
C -1.951179 -1.522006 2.580542
C -1.854761 -0.359553 3.338987
C -1.102166 -0.349038 4.509085
C -0.450930 -1.503836 4.923777
C -0.542269 -2.664474 4.164244
H -1.387030 -3.581679 2.416663
H -2.573631 -1.547404 1.697804
H -2.415447 0.518502 3.055438
H -1.062193 0.543735 5.118712
H 0.090043 -1.510076 5.858159
H -0.066857 -3.568990 4.508132
C 2.733431 2.052536 -0.833049
Se 3.357674 1.398528 0.894235
C 3.127213 3.129092 1.849332
C 3.207189 3.048276 3.356431
Se 1.951586 1.777733 4.233132
C 3.239709 0.348453 4.571317
H 1.949014 2.790724 -0.672973
H 2.330022 1.198520 -1.372142
H 3.564068 2.493200 -1.380047
H 2.162256 3.523998 1.521216
H 3.923891 3.781727 1.482342
H 2.975810 4.028593 3.776991
H 4.199033 2.746033 3.693025
H 4.083952 0.755079 5.120524
H 3.583513 -0.077595 3.628518
H 2.753172 -0.412867 5.174461
O 0.570610 -0.825615 -0.398512
P -0.327768 -0.537790 -1.558667
C -1.878465 -1.464802 -1.404291
C -3.070922 -1.074602 -1.997690
C -4.201049 -1.857842 -1.836640
C -4.134636 -3.037941 -1.110756
C -2.943643 -3.425017 -0.515223
C -1.819008 -2.633754 -0.656067
C 0.423752 -1.013964 -3.141382
C 0.153307 -2.282746 -3.638832
C 0.761273 -2.705786 -4.807270
C 1.630757 -1.862215 -5.480209
C 1.905470 -0.599082 -4.981486
C 1.302712 -0.172092 -3.811677
C -0.760107 1.218323 -1.606233
C -1.071279 1.874041 -2.789816
C -1.433518 3.208962 -2.755764
C -1.515135 3.877175 -1.544410
C -1.207297 3.220926 -0.362395
C -0.822618 1.893506 -0.393403
H -3.113483 -0.168983 -2.584996
H -5.133235 -1.551284 -2.288346
H -5.013602 -3.657685 -1.013264
H -2.889928 -4.341641 0.053272
H -0.876670 -2.908292 -0.202148
H -0.534989 -2.927197 -3.107507
H 0.550054 -3.687669 -5.201764
H 2.094175 -2.184075 -6.399881
H 2.582233 0.051016 -5.515264
H 1.506587 0.817356 -3.425486
H -1.014707 1.343248 -3.729317
H -1.657122 3.724700 -3.676476
H -1.814507 4.913056 -1.524682
H -1.274993 3.745439 0.579026
H -0.557369 1.366038 0.519477

Forces on the atoms, in the same order (eV/Å):
0.30 0.02 -0.27
-0.12 0.08 0.10
-0.08 -0.03 0.13
-0.07 -0.06 0.09
-0.09 -0.05 0.07
-0.11 0.02 -0.02
-0.13 0.02 0.00
0.03 -0.11 -0.06
0.01 0.05 -0.08
0.01 0.12 -0.10
0.04 0.03 -0.02
0.10 0.00 0.06
0.11 -0.12 0.01
0.12 -0.01 0.05
-0.15 0.47 0.29
0.01 -0.29 -0.42
-0.21 -0.41 0.22
0.29 0.29 -0.16
0.00 0.19 -0.17
-0.01 -0.07 -0.02
0.04 0.02 0.04
-0.06 -0.03 0.01
0.10 -0.05 0.05
-0.14 0.01 0.04
0.08 -0.10 0.02
-0.03 0.09 0.01
0.00 0.00 0.04
0.03 -0.05 0.06
-0.06 -0.02 0.00
0.32 -0.10 0.51
-0.28 0.15 -0.53
0.46 0.18 0.01
0.05 0.01 -0.01
-0.07 0.01 -0.10
-0.03 0.00 0.03
-0.06 -0.08 0.01
0.11 -0.03 -0.04
-0.46 0.20 0.50
-0.03 -0.03 0.02
0.01 -0.07 -0.08
-0.02 -0.03 0.02
0.03 0.07 -0.03
0.07 0.08 0.02
0.08 -0.51 -0.16
0.04 -0.03 0.04
-0.08 0.08 -0.07
0.04 0.00 -0.08
-0.03 0.03 0.10
0.06 -0.12 0.13
-0.06 0.12 -0.03
-0.05 -0.01 -0.03
-0.07 -0.03 0.04
-0.03 -0.09 0.03
0.02 -0.09 0.08
0.00 -0.08 -0.09
-0.02 -0.10 -0.02
0.04 -0.06 -0.08
0.05 0.08 0.00
0.03 0.06 -0.03
-0.02 0.01 -0.11
-0.05 0.07 -0.08
-0.02 0.12 0.02
0.01 0.04 0.09
-0.07 0.12 -0.04

***

Density functional theory data (ωB97M-V/def2-TZVPD) for C28H32AsI2N6O2W as an isolated structure.

## Properties
E_HOMO (alpha / beta) = -0.62708 / -0.62710 Eh
Multiplicity = 3
Frontier orbital gap (alpha / beta) = 0.1976 / 0.2158 Ha
Total charge = +3

Atoms and positions in Å:
W 0.910628 0.585229 1.171973
O 2.287138 1.956780 0.389444
C 3.100819 1.043909 0.001533
C 4.375028 1.124839 -0.753033
C 4.745761 -0.357381 -0.886815
C 3.607006 -1.147848 -0.271142
O 3.433387 -2.315732 -0.192196
N 2.680634 -0.167349 0.309183
H 5.100945 1.720077 -0.195056
H 4.209532 1.632590 -1.705709
H 5.652196 -0.615677 -0.337210
H 4.886652 -0.685858 -1.915633
I 1.935713 1.252328 3.480519
I -1.678951 3.004304 4.859408
C 0.029312 3.576326 1.110150
N -0.720557 4.600351 0.512609
C -2.158033 4.372381 0.674228
N -2.532458 3.143891 -0.031211
C -1.850823 2.030558 0.529577
N -0.298025 2.145896 0.406243
C -0.055821 2.411085 -1.143009
N -0.788951 3.519558 -1.615160
C -0.397581 4.744474 -0.908588
C -2.225446 3.288979 -1.451391
H -0.243356 3.441346 2.156356
H 1.096761 3.732165 0.987132
H -2.710144 5.212794 0.258685
H -2.397059 4.281613 1.734292
H -2.141829 1.104586 0.028667
H -2.090141 1.996613 1.590223
H -0.379107 1.497837 -1.645672
H 1.009804 2.572747 -1.263824
H -0.943080 5.589838 -1.322308
H 0.671299 4.920064 -1.030678
H -2.515260 2.384695 -1.989297
H -2.779695 4.130750 -1.861524
C 1.831925 -3.321571 -4.160760
C 1.534724 -1.966096 -4.220681
C 1.025176 -1.322716 -3.102346
C 0.824084 -2.058701 -1.936553
C 1.117278 -3.416447 -1.864315
C 1.626799 -4.042490 -2.989799
As -0.016735 -1.194187 -0.456333
C 0.255814 -2.106660 1.236493
C 1.388901 -2.216749 2.060594
C 1.289389 -2.875409 3.290545
C 0.091956 -3.446202 3.671180
C -1.044232 -3.333502 2.863754
C -0.993724 -2.641494 1.671355
C -2.152515 -2.381361 0.796245
C -3.451793 -2.838608 0.999222
C -4.439651 -2.523280 0.078332
C -4.155399 -1.754778 -1.046211
C -2.868044 -1.283188 -1.262849
C -1.884573 -1.597258 -0.334857
H 2.224359 -3.823282 -5.035070
H 1.691885 -1.413108 -5.136672
H 0.786959 -0.265358 -3.155784
H 0.969295 -3.977902 -0.950558
H 1.865340 -5.096595 -2.954070
H 2.361432 -1.889835 1.738737
H 2.164908 -2.962995 3.919229
H 0.026963 -3.997143 4.600494
H -1.966579 -3.797625 3.187797
H -3.699826 -3.450106 1.856567
H -5.445388 -2.891196 0.230590
H -4.937657 -1.536909 -1.760535
H -2.645197 -0.709559 -2.154948
N -0.841619 0.176143 2.465722
H -1.142002 0.964654 3.056740
H -0.556353 -0.541537 3.136425
H -1.662187 -0.195711 1.981577

Forces on the atoms, in the same order (eV/Å):
-0.36 0.43 0.29
-0.01 -0.04 -0.10
0.05 -0.05 -0.02
-0.05 0.04 0.04
0.03 -0.04 0.02
-0.07 -0.11 0.17
0.08 0.02 -0.05
0.18 0.11 -0.18
0.00 0.00 -0.01
0.02 0.00 0.00
0.01 0.01 -0.04
-0.01 0.01 0.00
0.09 -0.09 0.04
-0.03 -0.04 0.01
0.06 0.01 0.01
0.00 0.01 -0.01
-0.01 0.02 0.01
-0.02 -0.02 0.00
0.01 -0.04 0.06
-0.10 0.12 -0.02
0.04 -0.09 0.03
0.02 0.02 -0.01
-0.01 0.00 -0.02
0.00 0.01 -0.03
0.00 0.00 -0.01
-0.02 0.00 0.00
0.00 0.00 0.00
0.00 0.00 -0.01
0.00 0.01 0.00
0.01 -0.01 -0.01
0.00 0.02 -0.01
-0.01 0.00 -0.02
0.00 0.00 0.01
0.00 0.00 0.00
0.00 0.00 0.00
0.00 0.00 0.01
0.00 0.00 -0.01
0.02 -0.02 0.01
0.05 0.06 0.05
-0.05 0.12 -0.09
-0.05 0.01 0.06
0.02 0.00 -0.03
-0.03 -0.42 -0.09
0.02 -0.07 0.09
-0.04 -0.04 -0.03
0.01 0.14 -0.02
0.04 -0.01 0.07
-0.06 0.01 0.00
0.04 0.10 -0.02
0.07 0.07 -0.06
0.01 0.02 -0.01
-0.04 -0.01 0.00
0.00 0.01 0.01
0.03 0.02 0.01
-0.02 -0.09 -0.09
0.00 0.00 0.00
0.00 0.00 -0.01
-0.02 -0.01 0.01
-0.01 0.00 0.00
0.00 0.00 0.01
0.04 -0.14 -0.05
0.01 -0.03 -0.01
0.01 0.01 0.01
-0.01 0.00 0.00
0.00 -0.01 0.00
0.00 0.00 0.01
0.01 0.00 -0.01
0.02 -0.01 0.00
0.03 -0.14 0.06
0.07 0.10 -0.07
-0.02 -0.01 0.01
-0.04 0.05 0.04

***

Quick rundown of energy, same order as above: -176257.994; -121430.482 eV